{"formula": "C4H5NO2S", "method": "ωB97M-V/def2-TZVPD", "elements": ["C", "C", "C", "C", "N", "O", "O", "S", "H", "H", "H", "H", "H"], "positions_angstrom": [[-1.006, 1.078, -1.518], [0.125, 0.456, -1.839], [0.352, -0.934, 0.263], [-0.525, -0.186, 1.005], [-0.541, -0.269, 2.386], [0.653, 0.076, -3.023], [1.520, -1.437, 0.657], [-1.668, 0.870, 0.112], [-1.364, 1.963, -2.095], [0.062, -0.886, 2.781], [-1.241, 0.312, 2.956], [1.662, 0.024, -3.114], [1.971, -1.066, 1.429]], "atomic_forces_ev_per_a": [[0.8, 0.5, 0.2], [1.2, -2.7, 1.6], [-0.8, 2.7, -1.8], [1.1, -0.4, -1.9], [-4.0, 3.9, -0.5], [0.9, 0.7, 0.2], [0.3, -1.1, -0.2], [0.0, 0.2, 0.6], [-0.2, -1.0, 0.4], [1.6, -1.9, 1.6], [1.9, -1.6, -1.3], [-2.2, 0.3, 1.0], [-0.3, 0.7, 0.0]], "e_above_lowest_kj_mol": 668.9, "orbital_gap_ev": [7.5, 7.6], "e_homo_ha": [-0.2701, -0.2692], "fmax_ev_per_a": 5.605, "multiplicity": 1}